# 1
DFT (ωB97M-V with the def2-TZVPD basis set) results for a cluster of 10 separate species, C20H60O20 in total in a non-equilibrium geometry.

## Properties
- structure (SMILES) = OCCO.OCCO.OCCO.OCCO.OCCO.OCCO.OCCO.OCCO.OCCO.OCCO
- energy above the lowest of the compared OMol25 structures with the same formula, charge and spin (kJ/mol) = 511.6
- spin multiplicity = 1
- gap between HOMO and LUMO (eV) = 9.39

Element x y z (Å)
C 2.555 -1.150 4.584
C 3.047 -2.473 5.097
O 2.954 -2.472 6.537
O 1.156 -0.859 4.774
H 2.873 -1.006 3.548
H 3.031 -0.467 5.292
H 4.111 -2.623 4.917
H 2.523 -3.377 4.773
H 2.019 -2.532 6.759
H 1.074 0.110 4.759
C -3.952 0.140 -4.423
C -3.786 1.036 -3.229
O -2.428 1.306 -2.910
O -3.595 0.791 -5.616
H -4.964 -0.275 -4.457
H -3.391 -0.797 -4.270
H -4.220 0.539 -2.347
H -4.411 1.929 -3.268
H -1.920 0.487 -3.015
H -2.830 1.330 -5.382
C 1.110 -2.552 -3.641
C 0.062 -1.582 -4.149
O -0.463 -0.883 -3.036
O 2.194 -1.867 -3.021
H 1.543 -3.167 -4.431
H 0.740 -3.148 -2.795
H -0.789 -2.060 -4.655
H 0.444 -0.951 -4.952
H -1.032 -1.480 -2.540
H 1.865 -1.058 -2.610
C -3.825 2.211 1.250
C -3.013 2.708 0.056
O -1.843 3.334 0.498
O -3.172 1.140 1.946
H -4.798 1.839 0.918
H -3.948 3.033 1.954
H -3.575 3.530 -0.394
H -2.967 1.857 -0.632
H -1.221 2.660 0.789
H -2.597 0.631 1.365
C -1.691 1.425 5.093
C -0.524 2.406 5.309
O 0.728 1.890 4.904
O -2.888 2.102 5.457
H -1.631 0.467 5.602
H -1.807 1.197 4.029
H -0.564 2.659 6.374
H -0.721 3.321 4.740
H 1.392 2.569 5.054
H -2.959 3.020 5.195
C 0.272 0.877 -0.788
C 0.981 1.265 0.512
O 0.205 1.692 1.624
O -0.648 -0.193 -0.548
H 1.007 0.533 -1.523
H -0.276 1.680 -1.277
H 1.667 2.076 0.240
H 1.528 0.409 0.924
H 0.785 1.593 2.386
H -0.134 -0.980 -0.334
C -2.398 -3.983 -1.528
C -2.055 -2.733 -0.720
O -2.929 -1.662 -1.064
O -3.481 -4.680 -0.910
H -1.539 -4.641 -1.649
H -2.792 -3.757 -2.524
H -1.030 -2.455 -0.994
H -2.054 -2.964 0.345
H -2.516 -0.826 -0.816
H -4.316 -4.327 -1.224
C 0.866 -3.467 1.671
C 0.042 -3.949 0.514
O 0.113 -3.108 -0.668
O 2.225 -3.956 1.636
H 0.415 -3.624 2.653
H 0.942 -2.371 1.711
H -1.028 -3.935 0.728
H 0.252 -5.005 0.329
H 0.985 -3.319 -1.030
H 2.576 -3.391 0.938
C 4.547 2.035 1.262
C 5.817 1.223 1.444
O 6.400 1.528 2.720
O 3.721 2.357 2.403
H 3.848 1.594 0.552
H 4.657 3.072 0.934
H 6.625 1.394 0.720
H 5.724 0.131 1.352
H 7.322 1.298 2.578
H 4.163 2.306 3.257
C 0.583 3.035 -5.893
C 1.238 2.368 -4.704
O 0.570 2.733 -3.482
O -0.726 2.619 -6.254
H 1.186 2.878 -6.798
H 0.662 4.113 -5.723
H 2.210 2.846 -4.575
H 1.280 1.278 -4.690
H -0.132 2.088 -3.341
H -1.256 3.416 -6.175

# 2
DFT (ωB97M-V with the def2-TZVPD basis set) results for a cluster of 12 separate species, C20H62BFN22O17PS in total in a non-equilibrium geometry.

## Properties
- charge = -1
- spin multiplicity = 1
- gap between HOMO and LUMO (eV) = 5.86

Element x y z (Å)
C 4.100 0.510 -0.042
C 3.094 0.123 1.005
C 2.148 -1.206 0.635
B 0.958 -0.800 -0.425
O 0.100 -1.844 -1.019
C -1.205 -1.153 -1.289
P -1.215 -1.110 -3.197
O -1.153 -2.814 -3.671
O -2.761 -0.523 -3.829
C -1.276 0.235 -0.422
C -2.354 -0.191 0.783
C -3.879 -0.447 0.211
C -4.850 0.715 0.841
F -4.379 -1.810 0.528
C -1.730 1.640 -1.132
S -0.594 3.096 -0.818
O 0.435 3.191 -1.983
O 0.030 3.151 0.598
O 0.020 0.130 0.265
H 4.043 -0.013 -1.094
H 4.961 1.301 0.124
H 2.997 0.710 2.021
H 1.707 -1.599 1.671
H 2.878 -2.017 0.195
H 1.527 -0.083 -1.172
H -1.958 -2.034 -1.044
H -2.111 -3.152 -3.704
H -3.175 -0.017 -3.066
H -2.342 0.550 1.689
H -1.979 -1.240 1.196
H -3.874 -0.288 -0.971
H -4.257 1.723 0.874
H -5.833 0.791 0.188
H -5.077 0.423 1.975
H -1.862 1.565 -2.316
H -2.808 1.968 -0.736
H -1.411 4.267 -0.930
C 2.620 -4.252 -2.516
O 3.218 -3.815 -1.545
N 1.334 -3.953 -2.774
N 3.194 -5.073 -3.414
H 0.825 -4.303 -3.568
H 0.865 -3.337 -2.122
H 4.161 -5.324 -3.257
H 2.718 -5.444 -4.219
C 1.185 -3.694 -6.800
O 1.227 -4.332 -5.759
N 1.770 -2.491 -6.940
N 0.549 -4.138 -7.899
H 1.746 -1.951 -7.788
H 2.259 -2.121 -6.135
H 0.095 -5.040 -7.837
H 0.503 -3.627 -8.765
C 3.516 2.229 -3.997
O 2.688 2.199 -4.894
N 4.835 2.086 -4.221
N 3.184 2.408 -2.706
H 5.532 2.107 -3.496
H 5.127 1.948 -5.179
H 2.201 2.521 -2.494
H 3.852 2.436 -1.954
C -3.045 5.354 -3.260
O -3.073 5.096 -2.067
N -4.148 5.351 -4.030
N -1.909 5.663 -3.911
H -4.145 5.561 -5.014
H -5.024 5.123 -3.580
H -1.056 5.677 -3.367
H -1.866 5.879 -4.893
C 4.716 -1.537 4.164
O 3.888 -1.567 3.267
N 6.035 -1.680 3.940
N 4.384 -1.357 5.455
H 6.732 -1.658 4.665
H 6.327 -1.817 2.982
H 3.401 -1.245 5.667
H 5.052 -1.330 6.207
C -5.071 9.381 -4.416
O -5.633 9.124 -5.469
N -4.833 10.641 -4.007
N -4.640 8.429 -3.569
H -4.372 10.873 -3.144
H -5.142 11.388 -4.615
H -4.799 7.467 -3.839
H -4.175 8.621 -2.698
C -1.714 9.813 -0.707
O -2.850 9.367 -0.753
N -0.810 9.604 -1.681
N -1.265 10.554 0.322
H 0.129 9.963 -1.660
H -1.108 9.051 -2.474
H -1.914 10.735 1.077
H -0.334 10.930 0.379
C -3.426 -4.408 3.296
O -4.352 -3.733 3.715
N -3.057 -4.416 2.003
N -2.690 -5.206 4.092
H -2.297 -4.966 1.639
H -3.585 -3.829 1.370
H -2.934 -5.229 5.073
H -1.923 -5.770 3.766
C 0.278 -0.720 4.955
O 1.013 -1.342 5.705
N -0.238 0.481 5.273
N -0.081 -1.179 3.742
H -0.845 1.008 4.669
H 0.007 0.863 6.178
H 0.286 -2.079 3.463
H -0.685 -0.681 3.111
C -0.966 -7.608 6.072
O -1.043 -7.181 4.930
N -1.323 -6.880 7.146
N -0.517 -8.843 6.358
H -1.266 -7.214 8.093
H -1.666 -5.944 6.974
H -0.238 -9.424 5.578
H -0.446 -9.212 7.292
C 4.837 -5.006 5.996
O 5.003 -4.213 6.909
N 4.493 -6.290 6.202
N 4.984 -4.667 4.702
H 4.352 -6.958 5.463
H 4.372 -6.586 7.161
H 5.243 -3.709 4.504
H 4.852 -5.306 3.937

# 3
DFT (ωB97M-V with the def2-TZVPD basis set) results for a cluster of 10 separate species, C20H63N3O11 in total in a non-equilibrium geometry.

## Properties
- structure (SMILES) = COC[C@H](C)N.COC[C@H](C)N.COC[C@H](C)N.OCCO.CO.CO.CO.CO.CO.CO
- energy above the lowest of the compared OMol25 structures with the same formula, charge and spin (kJ/mol) = 333.6
- spin multiplicity = 1
- gap between HOMO and LUMO (eV) = 9.18

Element x y z (Å)
C -1.240 4.939 -4.306
O -1.560 3.631 -3.976
H -0.773 5.382 -3.426
H -0.591 4.992 -5.180
H -2.154 5.525 -4.398
H -2.038 3.646 -3.144
C -0.441 5.079 3.697
O 0.184 5.588 2.561
H -0.138 4.033 3.732
H -0.229 5.646 4.604
H -1.522 4.981 3.607
H -0.014 6.527 2.573
C 4.484 -3.800 -1.600
O 5.411 -2.851 -2.246
H 3.445 -3.601 -1.863
H 4.766 -4.835 -1.792
H 4.556 -3.502 -0.554
H 5.312 -1.923 -2.022
C 2.003 -1.126 -6.039
O 1.540 -0.306 -4.960
H 1.598 -0.721 -6.966
H 3.087 -1.224 -5.981
H 1.537 -2.084 -5.806
H 0.860 0.326 -5.204
C 0.040 -0.534 0.508
O -1.054 -0.558 1.447
H 0.451 -1.537 0.400
H -0.265 -0.300 -0.512
H 0.728 0.172 0.975
H -1.263 -1.457 1.711
C 1.399 -7.184 2.429
O 0.882 -7.318 3.796
H 1.242 -6.178 2.040
H 2.476 -7.333 2.499
H 1.065 -7.720 1.541
H 1.134 -6.566 4.338
C -2.592 -7.705 -4.579
C -2.553 -6.383 -5.291
C -2.271 -5.185 -4.342
O -3.381 -4.803 -3.624
C -3.080 -3.887 -2.678
N -1.496 -6.449 -6.313
H -3.501 -7.664 -3.981
H -1.743 -7.972 -3.950
H -2.617 -8.528 -5.294
H -3.432 -6.000 -5.809
H -1.967 -4.362 -4.988
H -1.428 -5.486 -3.720
H -4.032 -3.786 -2.155
H -2.852 -2.892 -3.061
H -2.339 -4.114 -1.912
H -1.424 -5.523 -6.709
H -1.859 -7.026 -7.058
C -5.213 4.479 0.083
C -4.703 2.999 0.375
C -5.405 1.958 -0.586
O -6.852 2.073 -0.405
C -7.614 1.313 -1.380
N -3.291 2.959 0.084
H -4.902 5.206 0.833
H -6.295 4.479 0.218
H -5.011 4.838 -0.926
H -4.818 2.787 1.438
H -4.900 0.993 -0.640
H -5.149 2.211 -1.615
H -7.285 0.299 -1.606
H -7.529 1.950 -2.260
H -8.630 1.218 -0.998
H -2.982 2.044 0.381
H -2.714 3.547 0.669
C 6.842 4.334 3.622
C 5.640 4.390 2.698
C 6.027 4.579 1.168
O 6.440 5.886 0.829
C 5.384 6.889 0.673
N 5.016 3.132 2.786
H 7.609 5.091 3.456
H 7.430 3.421 3.527
H 6.410 4.365 4.623
H 4.990 5.195 3.041
H 5.214 4.241 0.525
H 6.826 3.987 0.721
H 4.845 7.048 1.607
H 4.645 6.706 -0.108
H 5.886 7.800 0.349
H 4.149 3.163 2.270
H 4.890 2.931 3.767
C 1.004 -2.280 7.200
C 0.056 -1.029 7.024
O -0.308 -0.593 8.345
O 0.370 -3.542 7.260
H 1.553 -2.121 8.128
H 1.576 -2.317 6.272
H -0.847 -1.432 6.565
H 0.396 -0.275 6.314
H -0.712 -1.326 8.816
H -0.391 -3.640 7.838

# 4
DFT (ωB97M-V with the def2-TZVPD basis set) results for a structure of composition C20H63N5O9 in a non-equilibrium geometry.

## Properties
- energy above the lowest of the compared OMol25 structures with the same formula, charge and spin (kJ/mol) = 2146.3
- spin multiplicity = 1
- gap between HOMO and LUMO (eV) = 8.19

Element x y z (Å)
O -23.267 3.887 -22.746
H -22.474 3.455 -23.062
H -23.952 3.605 -23.353
O -22.051 3.916 -20.798
H -22.716 4.550 -20.528
H -22.423 3.494 -21.572
O -23.053 3.472 -25.083
H -22.454 4.218 -25.060
H -23.202 3.314 -26.015
O -22.191 2.309 -23.733
H -22.601 1.447 -23.806
H -22.595 2.826 -24.429
C -18.550 1.288 -21.796
C -19.670 1.924 -21.104
C -20.968 1.328 -21.689
O -22.209 1.694 -20.960
C -23.513 1.398 -21.449
N -19.549 1.588 -19.635
H -18.480 1.661 -22.818
H -18.441 0.204 -21.774
H -17.663 1.762 -21.377
H -19.735 3.005 -21.223
H -20.903 0.241 -21.735
H -21.097 1.604 -22.735
H -23.660 1.843 -22.433
H -24.302 1.783 -20.803
H -23.669 0.326 -21.569
H -18.906 0.817 -19.748
H -20.422 1.080 -19.638
C -27.141 1.793 -20.472
C -27.365 1.778 -21.997
C -26.133 2.271 -22.838
O -26.238 1.867 -24.221
C -25.332 2.492 -25.047
N -27.507 0.380 -22.269
H -26.330 1.183 -20.074
H -28.067 1.572 -19.941
H -26.793 2.776 -20.155
H -28.260 2.334 -22.275
H -25.225 1.790 -22.475
H -25.844 3.306 -22.654
H -24.312 2.421 -24.671
H -25.691 3.489 -25.302
H -25.242 1.937 -25.981
H -27.074 -0.140 -21.519
H -26.998 0.059 -23.080
C -20.838 7.183 -25.391
C -21.318 5.920 -24.662
C -22.428 6.050 -23.578
O -22.259 7.169 -22.717
C -23.181 7.230 -21.651
N -21.752 5.085 -25.805
H -20.247 6.945 -26.275
H -20.265 7.879 -24.778
H -21.704 7.637 -25.873
H -20.502 5.417 -24.142
H -22.618 5.023 -23.269
H -23.370 6.217 -24.100
H -23.451 6.437 -20.952
H -24.187 7.501 -21.970
H -22.921 8.046 -20.977
H -21.016 5.109 -26.496
H -22.362 5.540 -26.469
C -22.653 5.458 -18.094
C -24.035 4.688 -17.890
C -24.314 3.664 -19.003
O -24.311 4.371 -20.194
C -24.803 3.596 -21.267
N -24.000 4.002 -16.633
H -22.471 5.683 -19.145
H -21.807 4.807 -17.871
H -22.572 6.385 -17.526
H -24.741 5.518 -17.933
H -25.337 3.292 -18.943
H -23.584 2.858 -19.075
H -24.251 2.670 -21.422
H -24.889 4.187 -22.179
H -25.872 3.412 -21.159
H -24.918 3.675 -16.369
H -23.754 4.619 -15.873
C -29.160 7.004 -22.837
C -28.950 5.610 -23.488
C -27.541 4.951 -23.235
O -26.451 5.637 -23.887
C -25.195 4.987 -23.735
N -29.991 4.713 -23.006
H -30.108 7.491 -23.068
H -28.346 7.679 -23.101
H -29.135 6.957 -21.749
H -28.978 5.819 -24.557
H -27.648 3.931 -23.603
H -27.446 4.786 -22.162
H -24.444 5.303 -24.458
H -25.122 3.900 -23.706
H -24.888 5.454 -22.800
H -30.088 3.931 -23.639
H -30.841 5.255 -23.067